C28H38N4O3P2SSr | ωB97M-V/def2-TZVPD

```
77
Properties=species:S:1:pos:R:3:forces:R:3
H 3.878718 -0.785111 3.438363 0.0 0.0 -0.1
N 3.008341 -1.673577 1.664052 -0.4 -0.7 0.7
C -2.225919 1.865975 0.829440 -0.2 -0.6 -0.9
C -3.988355 -3.192870 2.840411 0.7 0.9 -0.9
O -0.752400 1.728573 6.473060 0.0 0.5 0.5
H 0.113520 3.777615 -5.342701 0.0 -0.1 -0.2
S -1.582025 0.566687 6.310382 -3.9 -0.7 -0.1
C 0.093038 -0.287883 -5.925108 -0.1 -0.6 0.0
H -0.988290 -1.921591 -0.880406 0.5 -0.3 0.1
P -1.426478 -0.773239 1.187765 -0.5 0.0 0.2
H 4.103850 -0.123843 -0.535572 0.1 0.0 0.0
C -2.713684 2.657744 -0.191880 0.3 -0.8 0.2
H 5.139810 -3.207477 3.704550 0.0 0.1 0.0
N -2.045221 0.555303 0.304450 0.3 0.5 -0.4
H 4.965053 2.435840 -1.033590 -0.1 -0.1 0.1
C 1.123131 1.936544 -5.182194 0.4 -0.6 -0.2
C 0.315249 2.910952 -5.991570 -0.3 0.1 0.0
C -2.794290 1.851656 -1.380829 0.4 -1.0 0.6
Sr -0.182221 0.365158 3.366856 -0.3 1.6 2.0
N 2.780583 0.825006 0.866350 -0.4 0.5 0.1
H -1.843752 -1.227984 -5.782461 0.0 0.2 0.2
C -2.058664 0.722539 -4.901470 -0.4 0.7 -0.5
H -3.989773 -1.548252 -0.085580 -0.2 0.0 -0.2
C -0.553612 -0.831149 6.746468 0.0 -0.3 0.6
H 0.392440 -0.477500 7.154159 -0.1 0.1 -0.1
C -1.028812 2.399501 -6.547624 0.1 0.5 -0.3
H 1.827140 2.397175 2.013343 0.3 0.0 -0.1
H 1.916555 2.419751 -4.603720 -0.2 -0.3 0.0
C 4.435959 -2.908991 2.943685 -0.9 0.7 -0.9
H 1.753193 0.031521 -4.553635 -0.2 0.4 0.0
H -2.686783 2.711805 -5.175974 0.2 -0.4 0.2
C 1.036627 0.597794 -5.162250 0.4 0.6 0.0
H -5.531957 -3.429531 1.197782 0.0 0.1 0.1
C 1.885141 0.678682 4.721815 -0.6 -0.2 -0.9
C 4.205460 2.121579 -0.330847 -0.9 -1.0 0.7
C 0.965716 -1.054520 -0.209511 -0.2 -0.2 0.0
H 3.504720 4.049123 0.594905 0.0 -0.2 0.1
H 1.629214 -1.736790 -0.766757 -0.2 0.4 0.1
P 1.725672 -0.481759 1.413913 2.8 -0.1 -1.6
H -0.078640 0.036439 -6.957833 0.2 -0.1 0.4
H 2.460466 -3.215607 0.267803 0.1 -0.2 -0.1
H 1.920121 -0.319045 5.185192 0.5 0.6 0.1
C -2.862052 -2.388771 2.894300 -0.9 -0.2 -1.0
H -3.008518 3.695064 -0.125806 0.1 -0.1 0.1
O -1.930036 0.394927 4.857200 0.5 -0.4 -0.4
H -3.139789 2.154462 -2.357924 0.1 0.1 0.1
C -2.359652 0.574903 -1.053893 -0.4 1.3 0.5
H -2.855107 0.549076 -4.170079 0.2 0.2 -0.1
H -2.230574 -0.326804 -1.628914 -0.1 0.1 -0.2
C 3.833518 -1.663738 2.813269 -0.1 -1.0 -0.5
C 3.427973 2.972339 0.531506 -0.4 -0.9 0.1
C -0.407057 -1.754004 0.039020 -0.3 -0.1 -0.3
C -1.251060 -0.502163 -5.199173 0.3 -0.2 0.0
H 0.830827 -0.141648 -0.820962 0.1 -0.3 0.3
H -1.046105 -0.996232 -4.235689 0.0 0.0 -0.2
H 2.697216 0.996537 4.061445 0.2 0.0 0.8
H -1.111541 -1.336744 7.525592 0.0 -0.2 0.2
C 3.952602 -3.739721 1.865083 -0.8 1.5 -0.2
H 1.278115 1.447938 5.246167 1.0 -0.4 0.0
O -2.895778 0.418529 6.997642 2.9 0.5 0.0
C -1.971734 1.934391 -5.475204 -0.5 -0.6 0.4
H 0.575104 -1.278229 -5.981407 -0.2 0.3 -0.2
H -0.360351 -1.557774 5.953091 -0.2 0.3 -0.1
H 0.907811 3.308509 -6.833096 0.0 -0.2 0.3
H -4.331657 -3.880391 3.598128 0.1 0.2 0.0
C -3.881610 -2.011903 0.874533 -0.1 -1.1 1.4
H 4.223393 -4.762101 1.663156 0.0 0.0 0.0
C -4.633724 -2.957107 1.563715 1.2 0.9 -0.1
H -0.856347 1.657363 -7.335088 -0.2 0.3 0.3
N -2.793818 -1.650665 1.679005 -0.5 -0.9 0.0
H -2.124403 -2.239310 3.672112 -0.2 0.0 -0.1
H -2.019481 2.081356 1.879235 -0.3 -0.1 -0.4
H -1.510429 3.265902 -7.031474 0.2 -0.3 0.0
C 3.791471 0.809719 -0.101229 -0.3 1.2 0.2
H -0.268943 -2.715653 0.581152 -0.1 0.4 -0.4
C 3.060631 -2.967463 1.121846 0.9 -0.2 1.0
C 2.562300 2.163195 1.249504 0.7 -0.2 -0.8
```
Positions in Å, forces in eV/Å.

The frontier orbital gap is 5.920 eV. The energy above the lowest of the compared OMol25 structures with the same formula, charge and spin comes out at 1.719 eV. The total energy is -72000.4475 eV.